# C22H46BF3N2NbO14

A molecular structure, C22H46BF3N2NbO14 at a distorted geometry (ωB97M-V with the def2-TZVPD basis set, the Open Molecules 2025 dataset).

Geometry (Å):
1 H -2.5887 -6.8361 -2.8637
2 C 2.5253 -3.7432 0.9333
3 C -1.6552 -2.6274 -0.8824
4 H 1.1168 -1.6744 -3.0007
5 O 1.9527 4.7103 2.0040
6 F -3.8481 -4.0425 3.8278
7 H 3.4512 -4.4058 -1.1632
8 C 3.3095 -3.4418 -0.5114
9 N -2.6669 -0.5563 3.6127
10 C 2.8061 4.2739 3.0698
11 C 3.9977 7.6526 3.5196
12 H -0.0459 -6.1089 -3.2695
13 H -1.4199 0.2900 -5.2715
14 F -5.6610 -3.0657 2.6244
15 H 1.4887 -1.4113 -4.7193
16 H 3.5347 5.0478 3.3146
17 H 4.3541 -2.9285 -0.2851
18 C 0.0675 4.4385 5.3733
19 N -1.7683 -4.7321 -2.7539
20 Nb -3.0174 -3.2888 0.8250
21 H -3.3931 -5.7065 -1.5869
22 H -1.6749 -6.3801 -1.2007
23 C 0.1675 -3.9452 1.5283
24 O -4.4502 -3.3753 -2.1011
25 C -0.7606 -0.5497 -5.0467
26 C -2.3519 -5.9675 -2.0806
27 H 0.5306 5.9887 1.3481
28 O -6.1850 -2.9457 -0.3161
29 C 1.1532 5.8750 2.2431
30 H -0.1134 -0.7102 -5.9110
31 H 2.6824 -2.6595 -1.1376
32 C -1.0224 -3.8445 -1.7798
33 H -1.3650 -3.9426 3.2159
34 H -0.2171 -4.4974 -4.3989
35 H 4.4437 7.3669 2.5625
36 H -0.4112 3.7844 4.6421
37 H 0.4566 5.6988 3.0618
38 H -2.1119 -0.5895 1.3165
39 O 0.1885 -5.2509 1.2042
40 H 3.2605 -0.5507 -3.2462
41 H 0.7171 3.7875 -3.8426
42 H -0.9121 -2.2170 2.5499
43 C -4.4569 -3.9187 2.4834
44 H 0.6912 3.5149 -0.7453
45 H -1.4334 -5.9688 -4.5382
46 C -3.2138 -1.0427 1.3879
47 H -2.2752 -1.9452 -1.6412
48 O -3.6754 -0.8365 2.7692
49 H -6.4897 -2.0669 -0.7150
50 O 1.2742 -3.0196 1.2340
51 H 2.3089 3.4727 -3.1213
52 H 0.0886 3.9517 6.3526
53 H -2.6926 -5.0466 0.5307
54 H -0.8043 -1.9543 -0.4438
55 H 2.2778 2.7711 -1.1264
56 H -0.5222 5.3538 5.4429
57 O -3.2166 -0.4534 4.7245
58 O -0.0234 -0.2323 -3.8746
59 C 1.2248 -0.9091 -3.7817
60 H -4.3702 -2.4313 -2.4388
61 O 0.6996 2.3225 -2.4285
62 F -4.9709 -5.2935 2.1268
63 H 2.5792 7.3526 1.5644
64 O 1.3901 4.7918 4.9940
65 H -3.8898 -0.4967 0.5828
66 B -4.7672 -3.1962 -0.6399
67 H 2.1660 0.5120 -2.4126
68 C 1.7144 2.0476 -4.6356
69 O 3.1047 -4.6160 1.7888
70 H 3.3897 3.4460 2.6551
71 H 0.9682 1.7777 -0.4800
72 H 0.8151 1.5951 -5.0515
73 C -0.7781 -5.3186 -3.7818
74 C 1.3866 3.0007 -3.4774
75 H 2.1397 2.6517 -5.4454
76 H 2.8433 3.3668 5.0244
77 C 2.3544 0.0483 -3.3818
78 C 2.0909 3.7515 4.3222
79 C 1.1939 2.6227 -1.1314
80 O 0.3188 -4.0636 -1.6855
81 O 2.6977 1.0442 -4.3539
82 H -1.3672 -1.4413 -4.8636
83 O 2.6642 7.1825 3.6517
84 H 4.5943 7.2040 4.3146
85 H 1.4276 2.9248 4.0438
86 C -1.1816 -3.3190 2.2430
87 C 1.9289 7.1866 2.4304
88 H 1.2159 8.0167 2.4884
89 H 4.0152 8.7412 3.6317

The total energy comes out at -2409.57128 Ha. The value obtained for the gap between HOMO and LUMO is 0.2393 Eh. As for the HOMO energy: -5.9 eV. Its net charge is -1.

Atomic partial charges in e from the Mulliken method, atoms 1 to 6: number 1, H, carries 0.3120; number 2, C, carries 0.5640; number 3, C, carries -0.6720; number 4, H, carries -0.2192; number 5, O, carries -0.3787; number 6, F, carries -0.2659

# C22H46Cl38N4OP

20 unconnected molecules or ions with the total composition C22H46Cl38N4OP at a distorted geometry (ωB97M-V with the def2-TZVPD basis set, the Open Molecules 2025 dataset).

Geometry (Å):
1 Cl 9.1101 -4.5541 6.0747
2 H -11.0106 -3.2922 6.0464
3 H -2.0544 -1.5428 1.2692
4 C 2.1350 0.7325 1.5117
5 Cl -2.1917 5.1180 3.2379
6 Cl -1.9646 -0.2840 -6.4484
7 H -2.2726 2.1004 3.7610
8 Cl 0.0674 1.8059 -6.2519
9 Cl -2.7881 -5.3054 -7.3837
10 Cl -12.2341 -1.6805 4.8365
11 Cl -4.2789 6.6347 4.5997
12 H 2.9684 0.9348 -10.5978
13 Cl 3.9041 1.0752 -2.5852
14 C 9.6384 -5.0726 7.6802
15 H 1.9756 0.4768 -3.7939
16 H 0.1835 2.9003 0.6559
17 H 2.1476 0.5120 2.6332
18 Cl 7.8244 -1.8815 7.5844
19 H 2.2820 6.2525 4.3985
20 C -1.5291 2.5366 4.4283
21 H -5.4551 -4.4090 5.0015
22 N -0.6590 2.3207 0.7141
23 N -2.5510 -0.8027 0.7585
24 C 7.8470 0.3490 10.4518
25 H 3.0781 0.2271 1.0905
26 Cl -5.7811 -0.0144 6.1393
27 Cl 3.6550 2.9039 -7.1751
28 C -4.0914 -0.0776 5.6305
29 H 0.1911 -0.4293 -5.5146
30 P 0.6825 -0.0792 0.6216
31 H 2.1018 6.1002 2.6334
32 Cl -5.1535 -0.0824 -7.3031
33 H -9.9596 -2.2676 5.0367
34 C 7.4979 -1.3232 5.9417
35 Cl -0.1062 -8.0922 -5.8037
36 H -2.3974 7.4598 3.4465
37 H -3.5318 -0.6886 6.3362
38 Cl 1.6955 0.5956 -8.6428
39 Cl 11.0247 -4.1279 8.2340
40 Cl -5.8529 -4.4944 2.6786
41 H 7.6553 -0.5047 9.8038
42 C -2.0414 2.7499 0.7593
43 H -5.0384 1.9748 -6.1583
44 H 4.9031 1.3330 3.8666
45 Cl 1.5974 2.7412 -3.2536
46 H -1.0625 3.3986 3.9491
47 Cl 3.8199 -1.0845 -9.7285
48 H 2.2433 -4.1452 -2.9006
49 H 1.9621 -0.4438 -1.1108
50 C 4.3792 1.3048 4.8202
51 Cl 1.4249 -2.5648 -4.4488
52 H 2.1564 4.6617 -7.6469
53 N -0.7707 0.9652 0.7214
54 C -6.0116 -3.7958 4.2954
55 C 1.9521 -3.0982 -2.8477
56 Cl -4.9281 0.3771 -4.4260
57 Cl -10.4560 -1.2629 7.1111
58 C 2.6001 1.3677 -3.7399
59 Cl -3.9349 -0.7789 4.0115
60 Cl 0.1964 -6.3232 -3.5024
61 H 1.8155 -0.4116 -10.7712
62 Cl -4.8080 -1.3275 -10.0063
63 H -2.5435 -3.7997 -9.1817
64 H 2.3959 4.4334 -5.8964
65 Cl -0.2840 1.3269 4.7715
66 H 5.0785 1.4903 5.6296
67 C -5.5177 1.0165 -5.9675
68 H -2.3646 3.8314 0.7380
69 H -5.6798 -0.9148 -12.1578
70 H -6.5958 1.1493 -5.9044
71 C 2.5329 0.0665 -10.1071
72 H 6.9526 0.9648 10.5249
73 O 1.0771 -0.0169 -1.0581
74 Cl 0.8430 4.4787 3.8012
75 N -2.9144 1.6392 0.8010
76 H -1.3108 -6.1287 -5.3077
77 Cl 4.0793 5.7742 -6.8586
78 C -0.5881 0.3308 -5.5307
79 H -2.9047 -2.9652 -7.6498
80 C 2.8895 4.4676 -6.8662
81 H -6.7158 -2.0116 -11.2115
82 H 8.3228 -1.6214 5.2972
83 Cl 9.1539 1.3156 9.7569
84 Cl 3.6637 -0.2986 5.0350
85 Cl 3.1376 2.5648 4.8318
86 Cl 8.2725 -0.2382 12.0637
87 H 8.8170 -4.9396 8.3818
88 Cl 3.3309 -2.1424 -2.2832
89 H -5.6075 -2.7861 4.2841
90 Cl -2.3299 3.0672 5.9116
91 C -2.5848 6.6130 4.1026
92 Cl -7.1486 0.2554 -10.7337
93 Cl -0.6067 -3.4342 -7.8884
94 H 9.9205 -6.1226 7.6366
95 C 1.5780 6.0791 3.5870
96 H 1.1285 -2.9797 -2.1461
97 C -2.3285 -3.7630 -8.1156
98 H 0.3673 -5.7837 -5.7936
99 H 2.2592 1.8443 1.3120
100 H 3.0316 1.5758 -4.7176
101 H -1.9551 6.6840 4.9864
102 H -0.9113 0.5501 -4.5142
103 Cl -7.7030 -3.7292 4.8021
104 C -0.2728 -6.4388 -5.2056
105 C -2.0978 0.4539 0.7709
106 C -6.1137 -1.1058 -11.1784
107 C -10.8168 -2.2761 5.7082
108 Cl 0.3721 7.3669 3.5987
109 H 6.5729 -1.7775 5.5913
110 H -3.6874 0.9317 5.6133
111 Cl 7.3314 0.4369 5.8851
112 H -3.3520 -1.1129 0.1910

The total energy comes out at -18988.43582 Ha. The value obtained for the gap between HOMO and LUMO is 0.3093 Eh. As for the HOMO energy: -12.0 eV. Its net charge is +1.

Atomic partial charges in e from the Mulliken method, atoms 1 to 6: number 1, Cl, carries -0.1483; number 2, H, carries 0.2856; number 3, H, carries 0.2309; number 4, C, carries -0.7617; number 5, Cl, carries 0.1127; number 6, Cl, carries -0.0398

# C22H46O

A single C22H46O molecule (ωB97M-V with the def2-TZVPD basis set, the Open Molecules 2025 dataset).

Geometry (Å):
1 C 8.0415 -2.1150 -0.9837
2 H -3.8629 1.0156 -0.1118
3 H -3.4482 3.9981 0.3332
4 C -3.1978 2.9534 0.5362
5 H -5.9804 -0.1969 1.1096
6 H -3.9956 -4.7753 -0.9272
7 H -4.8046 -2.3859 0.8978
8 H -3.4271 2.7602 1.5872
9 C -4.0711 2.0602 -0.3423
10 H 0.7799 2.3574 -1.0580
11 C 0.3291 1.2815 0.7558
12 H -1.5638 1.1894 1.7590
13 C -1.7000 2.7555 0.3007
14 H -7.0401 -0.3780 -1.7411
15 H 5.2882 2.8073 0.2780
16 C -4.3681 -4.9804 0.0743
17 C 3.2724 2.1051 0.0709
18 C 7.4889 -0.6175 0.9981
19 H -1.6004 0.6093 0.0930
20 C 5.3473 0.6733 0.4772
21 H -7.5834 -2.3316 -0.3611
22 H 7.1267 0.6204 -0.7320
23 H 2.6027 0.0722 -0.2062
24 C -6.8651 -2.0188 0.4008
25 H 0.6132 0.3274 1.2076
26 H -7.5025 1.8699 -0.8895
27 H 0.4292 0.6439 -1.2887
28 H -6.4312 -4.6130 -0.4051
29 C -6.7332 -0.4955 0.3780
30 C 0.9409 1.3614 -0.6418
31 H 5.0891 0.6513 1.5390
32 H 0.7344 2.0788 1.3813
33 O 9.4255 -2.1335 -0.7251
34 H -7.6870 -0.0577 0.6840
35 H 4.8935 -0.1982 0.0049
36 C -6.3632 0.0531 -0.9986
37 H 3.0670 2.0619 1.1420
38 H -7.2655 -2.3204 1.3724
39 C -5.6879 -4.2568 0.3121
40 H 9.6067 -2.8222 -0.0754
41 H -6.0560 -4.4936 1.3132
42 C 7.2005 -1.9393 0.2825
43 H 4.9846 1.9383 -1.2248
44 H -5.1623 -2.5160 -0.8254
45 C 2.4384 1.0524 -0.6578
46 H 6.1462 -2.0094 0.0152
47 H 8.5726 -0.4855 1.0366
48 H 7.8877 -1.2791 -1.6682
49 H -3.8194 2.2310 -1.3920
50 C -6.4682 1.5766 -1.0879
51 H -3.6185 -4.6518 0.7911
52 H -5.3512 -0.2551 -1.2614
53 H 2.9732 3.0941 -0.2855
54 C -1.1966 1.3836 0.7478
55 H -5.7356 3.4115 -0.2695
56 C -5.5403 -2.7434 0.1729
57 H 7.1226 -0.6796 2.0256
58 H 2.7725 1.0003 -1.6973
59 H 7.4246 -2.7675 0.9622
60 C -5.5564 2.3422 -0.1274
61 H 7.2994 1.5034 0.7792
62 H -1.4866 2.8992 -0.7598
63 H -5.8244 2.1045 0.9036
64 C 6.8660 0.6076 0.3275
65 C 4.7763 1.9424 -0.1521
66 H -1.1562 3.5238 0.8566
67 H 7.7378 -3.0402 -1.4975
68 H -4.4951 -6.0555 0.1793
69 H -6.2317 1.8799 -2.1113

The total energy comes out at -941.10554 Ha. The value obtained for the gap between HOMO and LUMO is 0.4096 Eh. As for the HOMO energy: -10.2 eV. Its net charge is 0. Its energy above the lowest of the compared OMol25 structures with the same formula, charge and spin is 0.3527 eV.

Atomic partial charges in e from the Mulliken method, atoms 1 to 6: number 1, C, carries -0.5712; number 2, H, carries 0.0479; number 3, H, carries 0.3659; number 4, C, carries -0.9667; number 5, H, carries 0.2245; number 6, H, carries 0.3251

# C22H47B3N6O11

A molecular structure, C22H47B3N6O11 at a distorted geometry (ωB97M-V with the def2-TZVPD basis set, the Open Molecules 2025 dataset).

Geometry (Å):
1 H -1.2429 -3.9721 -2.8788
2 O 2.4288 -1.0976 -7.3357
3 C 2.5906 4.0722 2.6517
4 C -4.2668 -1.9314 -1.2424
5 C 4.0902 -1.1807 -2.4817
6 C 1.6760 1.8149 2.0565
7 B -1.9934 -2.2460 -0.2120
8 O -5.9469 -3.5603 1.2604
9 O 1.4435 1.5689 -2.8710
10 N -0.3700 4.9314 7.0647
11 H 3.9775 -0.2347 -1.9501
12 H 6.1422 0.8382 -7.8624
13 N 4.4336 -0.0726 -7.0630
14 C 3.8369 1.0033 -6.2877
15 H 3.3723 3.6604 3.2942
16 C -7.4101 -5.6448 2.2544
17 H 4.6797 -1.0136 -3.3813
18 H -5.8016 -6.3356 4.4324
19 H -6.9583 -6.0953 1.3711
20 H -0.9454 3.4792 5.6549
21 H 3.3475 0.5883 -5.4057
22 H 2.2611 5.0227 3.0658
23 N -5.0019 -2.9610 -1.2500
24 C 4.1144 -2.5159 -0.3674
25 C 1.1174 2.9208 -2.7142
26 H -2.0649 3.7153 7.0154
27 H -0.5386 4.0526 -2.0296
28 H -3.5203 -1.4768 -3.2134
29 H 4.6002 1.7139 -5.9826
30 O -1.7789 -3.5031 -0.7736
31 H 1.4087 1.0757 2.8133
32 H 6.4116 -0.0866 -6.3718
33 N 4.7434 -2.1510 -1.6258
34 H -1.3132 5.2889 8.8993
35 O 0.5943 5.6833 5.1619
36 C -1.3978 4.2158 6.3184
37 H 3.1849 -1.9626 -0.2552
38 C 5.8603 -0.0629 -7.3141
39 N -6.4043 -4.9175 3.0149
40 H 0.1887 4.5447 3.3536
41 H 3.0829 1.5079 -6.8921
42 H -0.5497 -0.0060 -2.8994
43 H -5.1815 -1.0078 -2.8936
44 H -7.0451 -5.1972 4.9885
45 H -3.9070 -1.7739 0.8834
46 H 2.7163 1.6858 1.7715
47 H -5.0120 -3.4205 3.0649
48 H 0.4504 5.4634 8.9089
49 C -0.3779 4.8802 8.5123
50 H -0.4980 3.6938 -3.7856
51 O -0.8102 -1.5340 0.0657
52 C -4.1852 -1.0506 -2.4607
53 H -7.8421 -6.4219 2.8791
54 C 0.2386 3.5180 2.9797
55 O 0.1295 -2.5218 -1.8420
56 H -0.9650 2.4374 -2.6526
57 C 5.9137 -2.7281 -1.9534
58 H 3.9078 -3.5862 -0.3475
59 H -0.2771 3.8482 8.8537
60 C -3.3919 -1.5554 -0.0501
61 O 1.9926 3.7092 -2.5779
62 H 6.1381 -0.9334 -7.9043
63 O 6.4994 -3.5445 -1.2696
64 H -4.9335 -3.4753 -0.3658
65 C 3.6281 -1.0494 -7.5236
66 H 4.1680 -1.8206 -8.0996
67 N 1.4695 3.1568 2.5778
68 C -5.7535 -3.9128 2.4135
69 C -0.2214 0.0745 -1.8625
70 H -3.8533 -0.0442 -2.2128
71 H -8.1938 -4.9638 1.9238
72 H 3.1020 -1.5546 -2.7633
73 H -0.9505 0.7084 -1.3551
74 H -5.3662 -4.6593 4.8082
75 H -3.2000 -0.4817 -0.0827
76 B -0.9627 -3.3843 -1.8867
77 C 0.5553 5.6186 6.3781
78 H 3.0070 4.2403 1.6558
79 C -6.1393 -5.2988 4.3884
80 O 1.8332 0.6882 -0.8320
81 O -0.7396 2.7829 2.9439
82 H 6.3061 -2.3836 -2.9266
83 C -0.3282 3.3040 -2.7839
84 H 1.2918 6.1276 7.0218
85 H 4.7786 -2.2835 0.4654
86 H 1.0420 1.6568 1.1891
87 H -1.9682 4.9127 5.7047
88 B -0.2504 -1.3559 -1.1918
89 C 1.1038 0.7658 -1.7765

The total energy comes out at -2097.46272 Ha. The value obtained for the gap between HOMO and LUMO is 0.3407 Eh. As for the HOMO energy: -8.8 eV. Its net charge is 0.

Atomic partial charges in e from the Mulliken method, atoms 1 to 6: number 1, H, carries -0.1078; number 2, O, carries -0.5790; number 3, C, carries -0.9354; number 4, C, carries 0.9533; number 5, C, carries -0.4973; number 6, C, carries -0.9847